1.
13
Properties=species:S:1:pos:R:3:forces:R:3 method="wB97M-V/def2-TZVPD" total_energy_ha=-324.298675 orbital_gap_ev=7.21 e_above_lowest_kj_mol=347.1
C 1.422 1.510 -2.055 -1.4 -4.9 0.9
C 0.740 0.426 -1.317 3.6 2.7 -0.7
C 1.475 -0.730 -0.655 1.0 -1.4 0.7
C 0.816 -1.078 0.487 3.3 -2.6 4.3
C -0.332 -0.298 0.745 -3.7 3.1 -4.9
C -0.400 0.547 -0.456 -2.8 0.4 3.9
C -1.664 -0.366 1.438 -1.6 0.4 4.1
H 0.916 2.465 -2.312 0.6 -0.8 0.4
H 2.430 1.174 -2.533 -1.9 1.1 1.0
H 2.436 -1.320 -0.803 -1.2 1.6 -0.6
H 1.386 -1.743 1.601 -1.9 1.8 -4.2
H -1.283 1.251 -0.445 1.3 -0.7 -0.8
N -2.604 -0.271 2.196 4.5 -0.6 -4.2

2.
20
Properties=species:S:1:pos:R:3:forces:R:3 method="wB97M-V/def2-TZVPD" total_energy_ha=-365.372550 orbital_gap_ev=8.38 smiles="CC(C)=CN.O.O" e_above_lowest_kj_mol=183.6
C -1.328 1.715 0.536 0.0 -2.2 0.0
C -1.726 0.917 -0.718 1.0 -1.5 0.5
C -1.468 -0.410 -0.836 0.9 0.7 3.1
N -0.773 -1.191 0.227 -1.5 -1.0 -2.1
C -2.197 1.657 -1.931 0.2 0.8 -1.6
H -0.257 1.440 0.829 -1.4 0.7 -0.2
H -1.414 2.716 0.151 0.1 0.8 1.0
H -2.040 1.405 1.409 1.3 1.0 -1.5
H -1.951 -0.956 -1.602 0.1 -0.8 -0.8
H -0.530 -2.178 -0.040 -0.5 1.7 0.2
H 0.010 -0.771 0.681 0.3 0.5 0.0
H -1.373 1.717 -2.711 -0.8 -0.1 0.9
H -3.034 1.166 -2.466 0.3 0.2 0.4
H -2.459 2.728 -1.773 -0.1 -0.8 0.2
H 2.400 1.440 -1.203 -2.9 1.2 0.3
H 3.129 0.154 -0.833 -0.6 -2.6 1.4
O 3.176 0.970 -1.234 3.6 1.3 -1.7
H 4.552 -3.678 4.138 -1.5 -2.1 -1.2
H 3.168 -4.343 3.674 -0.1 0.3 0.1
O 4.114 -4.498 3.704 1.5 1.8 1.0

3.
19
Properties=species:S:1:pos:R:3:forces:R:3 method="wB97M-V/def2-TZVPD" total_energy_ha=-510.899492 orbital_gap_ev=5.64 e_above_lowest_kj_mol=32.4 total_charge=-1
C 0.413 1.700 0.000 -1.0 1.0 0.1
C 1.736 1.509 0.169 -1.0 0.8 0.2
C -1.892 0.939 -0.190 0.1 1.0 -0.8
C -0.535 0.672 0.077 2.2 -1.5 0.0
C 2.190 0.211 0.687 -0.6 0.3 0.0
C 0.028 -0.635 -0.074 -2.6 0.2 0.4
C -0.873 -1.764 -0.495 1.2 0.0 -2.9
N -2.799 0.143 0.134 -2.7 -1.2 1.2
N -3.659 -0.535 0.491 0.2 -0.1 -0.2
N 1.275 -0.834 0.161 3.9 -1.4 0.4
O 1.991 -1.997 -0.005 -1.4 0.6 -0.1
H -0.176 2.587 -0.249 1.2 0.8 -0.1
H 2.474 2.272 0.097 0.3 0.7 -0.3
H -2.294 1.788 -0.715 0.3 0.5 -0.3
H 3.180 0.118 0.219 -0.2 -1.0 0.7
H 2.225 0.178 1.831 0.1 -0.3 -1.1
H -0.332 -2.662 -0.557 1.1 -1.2 0.5
H -1.188 -1.714 -1.583 0.2 0.7 0.9
H -1.763 -1.978 0.003 -1.2 0.2 1.3